(1)
The following is a DFT calculation (ωB97M-V/def2-TZVPD) of C2H6N4S in the gas phase in a non-equilibrium geometry.

```
13
Properties=species:S:1:pos:R:3:mulliken_charge:R:1
H -2.284 0.010 -1.555 0.264
N -2.410 -0.777 -0.950 -0.555
C -2.082 -0.602 0.290 0.062
N -1.416 0.505 0.964 -0.383
S -0.746 1.628 -0.054 -0.128
C 0.762 0.944 -0.556 -0.057
N 1.139 -0.041 0.164 -0.140
N 2.482 -0.495 -0.127 -0.726
H -2.103 -1.441 0.984 0.325
H -0.580 0.077 1.611 0.394
H 1.284 1.304 -1.451 0.402
H 3.342 0.200 0.074 0.271
H 2.611 -1.312 0.606 0.272
```

Values from the calculation:
- Lowest unoccupied orbital energy: 0.68 eV
- Gap between HOMO and LUMO: 9.32 eV
- E: -696.9117 Ha
- F_max: 0.0680 hartree/bohr
- HOMO energy: -8.6 eV
- M: 118.165 Da
- SMILES string: [H]/N=C\NS/C=N/N

---

(2)
The following is a DFT calculation (ωB97M-V/def2-TZVPD) of C2H6N4S in the gas phase in a non-equilibrium geometry.

```
13
Properties=species:S:1:pos:R:3:mulliken_charge:R:1
H -1.557 -1.521 -0.663 0.281
N -2.531 -0.910 -0.767 -0.685
C -2.580 0.079 0.025 0.140
N -1.444 0.409 0.690 -0.287
N -0.202 -0.306 0.419 -0.251
C 0.941 0.285 -0.125 0.163
N 0.850 1.636 -0.378 -0.444
S 2.399 -0.650 0.034 -0.348
H -3.402 0.705 0.363 0.352
H -1.483 0.748 1.664 0.212
H -0.363 -1.434 0.444 0.275
H 1.773 1.956 -0.759 0.279
H -0.232 1.962 -0.741 0.313
```

Values from the calculation:
- Lowest unoccupied orbital energy: 0.50 eV
- Gap between HOMO and LUMO: 8.95 eV
- E: -696.9175 Ha
- F_max: 0.0921 hartree/bohr
- HOMO energy: -8.4 eV
- M: 118.165 Da
- SMILES string: [H]/N=C\NNC(N)=S

---

(3)
The following is a DFT calculation (ωB97M-V/def2-TZVPD) of 2 unconnected molecules or ions with the total composition C2H6N4S in a non-equilibrium geometry.

```
13
Properties=species:S:1:pos:R:3:mulliken_charge:R:1
H 0.698 0.719 -2.925 0.244
N -0.198 0.405 -2.997 -0.848
N -0.439 -0.430 -2.149 0.871
N -1.075 -1.174 -1.480 -0.068
S -1.359 -2.485 -0.719 -0.206
H 1.657 -0.694 -0.307 0.190
N 0.900 -0.260 0.083 -0.349
C 0.864 0.196 1.249 -0.045
C -0.476 0.717 1.787 -0.898
H 1.725 0.284 1.988 0.298
H -1.142 0.580 0.914 0.213
H -0.335 1.819 1.891 0.262
H -0.822 0.323 2.665 0.334
```

Values from the calculation:
- Lowest unoccupied orbital energy: 0.07 eV
- Gap between HOMO and LUMO: 8.01 eV
- E: -696.8300 Ha
- F_max: 0.1287 hartree/bohr
- HOMO energy: -7.9 eV
- M: 118.165 Da
- SMILES string: [H]/N=N/N=S.[H]/N=C/C

---

(4)
The following is a DFT calculation (ωB97M-V/def2-TZVPD) of C2H6N4S in the gas phase in a non-equilibrium geometry.

```
13
Properties=species:S:1:pos:R:3:mulliken_charge:R:1
H -0.324 2.867 0.088 0.236
N -0.420 1.971 0.390 -0.587
C 0.650 1.366 0.091 0.047
N 0.718 -0.180 0.077 -0.159
S 2.441 -0.609 -0.026 -0.204
C -0.056 -1.064 0.796 0.082
N -1.319 -1.314 0.539 -0.390
N -1.659 -0.747 -0.635 -0.312
H 1.656 1.677 -0.188 0.363
H 2.080 -1.477 -1.032 0.180
H 0.355 -1.674 1.624 0.357
H -1.596 0.274 -0.823 0.162
H -2.527 -1.090 -0.900 0.226
```

Values from the calculation:
- Lowest unoccupied orbital energy: 0.62 eV
- Gap between HOMO and LUMO: 8.87 eV
- E: -696.9073 Ha
- F_max: 0.0847 hartree/bohr
- HOMO energy: -8.3 eV
- M: 118.165 Da
- SMILES string: [H]/N=C/N(S)/C=N\N

---

(5)
The following is a DFT calculation (ωB97M-V/def2-TZVPD) of a gas-phase ion, C2H6N5 (charge +1) in a non-equilibrium geometry.

```
13
Properties=species:S:1:pos:R:3:mulliken_charge:R:1
C 1.391 3.465 -0.620 -0.113
C -0.104 -0.062 0.374 0.286
N 1.171 2.589 0.116 0.416
N 0.187 0.850 1.251 -0.017
N 0.765 1.964 1.139 -0.786
N 0.331 -0.374 -0.930 -0.513
N -0.580 -1.324 1.147 -0.347
H 1.775 4.196 -1.282 0.474
H 0.925 0.257 -1.356 0.248
H -0.477 -0.403 -1.589 0.278
H -1.268 -2.025 0.802 0.372
H -1.075 -0.944 1.909 0.370
H 0.074 -2.016 1.540 0.332
```

Values from the calculation:
- Lowest unoccupied orbital energy: -3.77 eV
- Gap between HOMO and LUMO: 8.57 eV
- Total charge: +1
- E: -353.1519 Ha
- F_max: 0.0895 hartree/bohr
- HOMO energy: -12.3 eV
- M: 100.105 Da

---

(6)
The following is a DFT calculation (ωB97M-V/def2-TZVPD) of C2H6N6 in the gas phase in a non-equilibrium geometry.

```
14
Properties=species:S:1:pos:R:3:mulliken_charge:R:1
H -2.119 1.875 -0.259 0.221
N -1.099 1.830 -0.059 -0.594
C -1.234 0.628 0.195 0.327
N -2.336 -0.325 0.222 -0.209
N -1.617 -1.590 -0.082 -0.404
N -0.405 -1.400 0.045 -0.190
N -0.152 -0.105 0.304 0.692
N 1.137 0.162 0.697 -0.632
C 2.093 -0.142 -0.287 -0.972
H -3.096 0.070 -0.339 0.318
H 1.441 -0.755 1.330 0.319
H 3.045 0.187 0.119 0.380
H 2.294 -1.015 -0.742 0.419
H 2.048 0.579 -1.146 0.327
```

Values from the calculation:
- Lowest unoccupied orbital energy: 0.77 eV
- Gap between HOMO and LUMO: 9.89 eV
- E: -408.1602 Ha
- F_max: 0.1298 hartree/bohr
- HOMO energy: -9.1 eV
- M: 114.112 Da
- SMILES string: [H]/N=c1\[nH]nnn1NC